Record 1
Density functional theory data (ωB97M-V/def2-TZVPD) for a structure of composition C31H45Cl2GdN2OP in a non-equilibrium geometry.

Properties
Electronic energy = -93077.597 eV
Charge = -1
Multiplicity = 8
Expectation value of S² = 16.16

```
83
Properties=species:S:1:pos:R:3:forces:R:3
Gd 0.00402 0.45606 2.16653 0.0 -1.4 -0.1
Cl 1.88678 1.94544 1.38279 1.0 0.9 -0.2
Cl -2.01917 -0.63101 1.09703 -1.2 -0.3 0.0
P -0.14110 0.62241 -1.32402 0.2 -0.4 -1.0
O -0.03725 2.84845 9.11135 -1.0 -0.8 -0.4
N -1.82497 1.50555 9.47108 0.0 -0.1 0.0
N -0.56348 1.14626 4.42668 -0.3 0.2 2.0
C -3.00042 -0.75367 -4.29469 -0.1 0.0 0.1
C 0.79470 4.53300 -2.63189 0.0 -0.1 0.1
C -1.58187 0.58669 5.15911 0.8 0.8 -0.3
C 0.99085 -2.79215 2.89010 -0.2 -0.4 -0.8
C -1.74297 -0.04170 -3.77199 0.1 0.0 -0.3
C -0.57719 5.20051 -2.47243 0.0 0.0 0.1
C 0.91534 3.20100 -1.87125 -0.2 0.2 0.0
C 0.50101 -3.45225 1.69200 0.4 -0.1 0.5
C -1.33090 -1.83443 -2.11399 -0.3 -0.2 0.1
C 1.71725 -3.61371 3.82364 -0.1 -0.2 -0.4
C -2.61085 -2.57913 -2.52753 0.1 0.1 0.1
C -1.77009 0.86059 6.51482 0.3 0.0 -0.1
C 0.13992 2.30981 6.41735 0.1 -0.1 0.1
C -1.50471 -0.31997 -2.28364 0.3 0.2 0.5
C -0.24512 2.26013 -2.21397 0.2 -0.4 -0.3
C 2.13807 -4.89001 3.48059 -0.4 0.2 -0.5
C 3.40444 -1.63828 -1.91240 -0.1 0.1 0.2
C 1.40338 -0.27760 -3.59703 0.4 0.0 -0.2
C 2.80316 -0.53996 -4.15983 0.0 -0.1 0.0
C 1.45238 -0.04000 -2.09107 -0.3 0.2 0.3
C 0.30389 1.98737 5.07803 -1.2 -0.7 -0.3
C -1.60135 2.92059 -1.93686 0.2 0.2 -0.2
C -1.74552 4.23681 -2.71773 0.0 0.0 0.1
C 1.99422 -1.29341 -1.38046 0.2 0.0 -0.1
C -0.86454 2.05235 8.65827 0.5 0.8 0.4
C 1.78114 -5.44192 2.23775 0.1 -0.4 -0.1
C -0.86197 1.70442 7.18673 0.1 0.2 -0.5
C 3.49034 -1.71120 -3.44330 -0.1 -0.1 -0.1
C 0.91757 -4.74394 1.37592 0.1 0.5 0.5
C -3.01672 -2.25477 -3.97096 0.1 -0.1 0.0
C 0.83951 -1.40835 3.13819 -0.1 0.0 0.7
H 2.74537 -5.47166 4.17103 -0.1 0.1 -0.1
H -0.65289 6.04876 -3.16301 0.0 0.0 0.1
H -0.50873 -2.17713 -2.76253 -0.2 0.0 0.2
H -3.42210 -2.31232 -1.83378 0.2 0.0 -0.1
H 1.12306 2.40437 4.49176 -0.3 -0.1 0.0
H 0.79577 3.04574 6.87633 0.0 -0.3 0.0
H -0.88883 -0.42600 -4.34298 -0.3 0.2 0.1
H -1.07701 -2.08990 -1.07596 0.0 0.1 -0.3
H 3.41517 0.37100 -4.07527 -0.1 -0.1 0.1
H -3.04694 -0.62678 -5.38432 -0.1 0.0 0.1
H 1.57592 5.21352 -2.27121 -0.1 0.0 -0.2
H 0.95433 0.57003 -4.13341 0.1 -0.2 0.1
H -2.35457 0.68117 9.21918 0.2 0.3 -0.1
H -2.68572 4.71856 -2.42079 0.1 0.0 -0.2
H -2.32535 -2.77159 -4.65310 0.0 0.1 0.1
H 0.56769 -5.22335 0.45983 0.1 0.1 0.2
H -1.75081 1.72433 10.46206 0.1 -0.1 -0.5
H -0.66111 5.62438 -1.46067 0.0 -0.2 -0.1
H 1.97159 -3.18970 4.79730 0.1 0.0 -0.3
H -2.39941 -0.01060 -1.71802 0.1 -0.2 -0.1
H 2.16609 0.77458 -1.88745 0.0 -0.2 0.0
H 1.32199 -2.14762 -1.55249 0.1 0.2 0.1
H 1.88139 2.74153 -2.12322 -0.3 0.1 0.1
H -1.81630 4.02380 -3.79750 0.0 -0.1 0.2
H -2.63089 0.43635 7.02802 0.2 -0.1 -0.1
H -2.24586 -0.08814 4.60599 0.3 0.3 0.2
H 0.78387 -1.16181 -3.79729 0.2 0.2 0.0
H 4.54079 -1.75809 -3.75452 -0.1 -0.1 0.1
H -4.01159 -2.66705 -4.17991 0.1 0.0 0.0
H 3.73076 -2.59772 -1.48920 0.0 0.2 0.0
H -2.44477 -3.65940 -2.42698 -0.1 0.1 0.0
H -3.90122 -0.27145 -3.88639 0.2 -0.1 0.0
H 2.71870 -0.76456 -5.23126 0.1 0.0 0.1
H 3.03175 -2.65069 -3.78355 0.0 0.1 0.0
H 2.15301 -6.42849 1.94198 -0.2 0.3 0.2
H 0.98398 4.35772 -3.70379 0.0 0.0 0.2
H 2.04094 -1.13808 -0.28970 0.0 -0.1 -0.3
H -0.17231 2.02374 -3.28798 -0.1 0.2 0.1
H 4.11055 -0.87723 -1.54874 -0.1 -0.1 0.0
H 0.92082 3.36079 -0.78544 0.1 0.1 -0.2
H 1.15260 -1.21413 4.17876 0.1 0.7 -0.3
H -2.43332 2.25472 -2.20718 0.2 0.1 0.1
H -0.21102 -2.90937 1.05675 0.4 -0.2 0.2
H -1.67253 3.10737 -0.85616 -0.1 0.0 -0.1
H -1.81064 1.03044 -3.99813 -0.1 -0.2 0.1
```
Positions in Å, forces in eV/Å.

Mulliken atomic charge list, values in e, 6 entries: 0.42 -0.57 -0.49 0.87 -0.64 -0.37

=====

Record 2
Density functional theory data (ωB97M-V/def2-TZVPD) for a cluster of 3 separate species, C31H45ClI2N2O7S in total in a non-equilibrium geometry.

Properties
Electronic energy = -89726.431 eV
SMILES string = CCOC(=O)CCCc1nc2c(/C(I)=C(/C)I)ccc(OCC)c2nc1CCCCS(=O)(=O)Cl.C1CCOC1.C1CCOC1

```
89
Properties=species:S:1:pos:R:3:forces:R:3
I 1.27950 -3.05484 -2.82761 1.4 1.0 0.9
I 5.54072 -0.09942 -1.37083 -1.5 -1.0 -1.0
Cl 0.78334 6.19634 5.21597 -0.4 -1.0 -1.1
S 0.23814 5.43481 3.30360 0.9 3.6 -6.6
O -6.19767 -1.15513 -3.16102 1.7 1.1 3.5
O -2.57350 -3.64173 -5.98346 0.5 0.0 -0.3
O -6.63897 -0.23194 -0.86979 4.5 -0.7 -7.4
O -0.66361 6.56712 2.68107 2.6 -4.5 3.0
O 1.91000 -1.66069 4.54710 -0.4 -0.9 -3.8
O 5.42968 3.72653 5.86378 0.0 0.3 -0.1
O 1.47805 5.22289 2.37607 -4.0 0.0 4.2
N -0.20726 -0.30400 2.67882 0.0 0.2 -6.3
N 0.31698 -0.47671 -0.61540 -2.2 0.9 7.2
C 0.99546 -0.95306 2.05787 0.2 -0.2 -0.4
C 4.38383 5.34252 4.48564 -0.6 0.2 -0.1
C 1.22564 -1.01681 0.45100 1.4 -1.1 0.3
C 3.70883 -2.51107 0.89844 -4.0 2.4 0.7
C -1.26949 3.37813 1.94656 -0.1 1.8 -0.4
C -1.37230 -3.47755 -8.01684 -0.1 0.4 -0.5
C 0.72734 -3.94808 4.03036 -0.5 -0.4 0.8
C -5.09133 -3.21507 -4.30206 -0.4 0.2 1.1
C -2.02245 0.79809 -0.97763 0.8 -0.6 -0.6
C 0.83624 -2.58798 4.93908 -1.2 -1.1 0.8
C 2.60066 -1.80186 -0.07778 1.0 -0.8 1.4
C 2.10985 -1.66094 3.07162 2.1 -1.2 -1.5
C 4.15265 -1.35786 -4.10476 0.4 0.5 0.9
C -1.19908 -3.36902 -5.67730 -0.2 0.3 0.3
C -0.39371 -3.74377 -6.90229 0.5 -0.4 0.1
C -5.88784 -0.28638 -1.98024 -2.9 0.4 4.6
C -0.71092 3.78512 3.46978 -0.9 -0.7 0.0
C -3.36349 -0.16117 -1.13243 0.7 -0.3 -0.9
C -2.67826 2.54531 1.96811 -0.5 0.4 0.7
C -0.88020 0.14235 0.05335 1.4 -0.5 0.0
C 3.46864 -2.43595 2.53384 -3.5 2.0 -2.8
C 5.71923 5.88232 4.92844 0.5 0.3 -0.2
C -2.54950 0.93789 2.23418 0.3 -0.6 0.2
C 2.84035 -1.89805 -1.72953 3.2 2.3 0.4
C -1.16010 0.24913 1.65355 2.5 -1.7 0.2
C -4.51884 0.62675 -2.00562 0.0 -0.1 -0.9
C -5.60662 -2.48816 -2.89242 0.7 -2.0 0.1
C 6.03995 4.99993 6.11510 0.0 -0.2 0.4
C -2.68565 -3.89325 -7.39108 -0.4 -0.3 0.1
C 4.53874 3.86044 4.74774 0.1 -0.4 -0.1
C 3.97625 -1.25791 -2.44987 -3.7 -2.5 0.5
H -2.86711 -4.96520 -7.52531 0.0 0.0 -0.1
H -3.53770 -3.34148 -7.79757 0.0 0.0 0.2
H 3.73325 -2.35922 -4.54701 0.7 2.0 1.1
H -1.53795 0.82852 -2.06848 -0.8 -0.1 2.5
H 0.19396 -3.80837 2.99396 1.3 -0.1 2.0
H -1.51603 4.43077 1.43952 0.5 -2.3 1.1
H -6.39705 -3.18115 -2.32915 1.6 1.7 -1.3
H -0.41741 2.90883 1.29195 -1.7 0.7 1.5
H -1.11178 -2.30004 -5.45592 0.1 0.0 0.1
H -3.94745 -3.46797 -4.22013 -2.5 0.5 -0.2
H 6.46219 5.72861 4.13695 0.0 0.1 0.1
H -4.66145 -2.45502 -2.19230 -1.9 0.4 -1.2
H -3.50696 0.42417 1.77123 2.1 0.9 0.8
H 4.14205 5.56818 3.44396 0.0 -0.1 0.2
H -0.90031 -3.93465 -4.79002 -0.2 0.0 0.0
H 3.58887 5.75312 5.11949 0.1 -0.1 -0.1
H -1.63170 4.03994 4.16613 2.1 -0.5 -1.3
H 5.60735 5.40157 7.03754 0.1 0.1 0.0
H 3.58053 -0.43666 -4.59345 1.3 -2.0 1.1
H -2.60506 0.69752 3.40231 0.4 0.6 -2.6
H -5.70683 -4.21778 -4.38591 1.3 2.1 -0.2
H -3.74137 -0.62308 -0.12640 0.5 1.2 -1.9
H -3.01404 -1.07963 -1.80937 -0.7 1.9 1.6
H 4.25966 -2.97327 3.21177 -2.0 1.4 -1.2
H 4.99660 3.35218 3.89213 -0.1 0.0 -0.1
H 4.65159 -3.07169 0.42847 -2.4 1.5 1.1
H 5.31447 -1.29122 -4.32822 -2.6 -0.1 0.4
H -0.18207 -1.99957 4.98751 1.9 -1.2 -0.4
H 0.00807 2.97611 3.91594 -1.3 1.8 -0.7
H 0.04632 -4.71963 4.63591 1.5 1.7 -1.2
H -3.31553 2.78143 0.98564 1.7 -0.6 2.1
H 5.70236 6.94584 5.17977 0.0 -0.1 0.0
H -3.34396 2.97994 2.85896 1.4 -0.9 -1.9
H -4.13784 0.76311 -3.12893 -0.8 -0.6 2.5
H -1.39047 -2.40554 -8.24662 0.0 -0.1 0.0
H 3.58694 3.37250 4.97507 0.1 0.0 0.1
H -5.25754 -2.47746 -5.19919 0.2 -1.6 1.7
H 1.06469 -2.93121 6.04952 -0.2 0.9 -2.3
H 1.79259 -4.43810 3.92620 -2.2 1.0 0.0
H 7.11603 4.86988 6.26210 -0.1 -0.1 0.0
H 0.53747 -3.17834 -6.99008 -0.1 -0.1 0.1
H -4.72284 1.73802 -1.62724 0.2 -2.7 -0.4
H -0.14546 -4.81131 -6.87397 0.0 0.1 0.0
H -1.14798 -4.02136 -8.93794 -0.1 0.1 0.1
H -2.27042 1.92141 -0.72194 0.4 -2.4 -0.2
```
Positions in Å, forces in eV/Å.

Mulliken atomic charge list, values in e, 6 entries: 0.07 0.04 -0.23 1.04 -0.35 -0.28